{
  "formula": "C29H85F3N14O14S",
  "method": "ωB97M-V/def2-TZVPD",
  "lumo_ev": [-2.9, -7.9],
  "e_homo_ev": [-10.698, -10.698],
  "energy_ha": -3673.22442,
  "multiplicity": 2,
  "orbital_gap_ev": [7.783, 2.814],
  "charge": 1,
  "elements": ["O", "H", "H", "H", "C", "F", "F", "F", "S", "O", "O", "O", "C", "O", "N", "N", "H", "H", "H", "H", "C", "O", "N", "N", "H", "H", "H", "H", "C", "O", "N", "N", "H", "H", "H", "H", "C", "O", "N", "N", "H", "H", "H", "H", "C", "C", "C", "O", "C", "N", "H", "H", "H", "H", "H", "H", "H", "H", "H", "H", "H", "C", "C", "C", "O", "C", "N", "H", "H", "H", "H", "H", "H", "H", "H", "H", "H", "H", "C", "C", "C", "O", "C", "N", "H", "H", "H", "H", "H", "H", "H", "H", "H", "H", "H", "C", "C", "C", "O", "C", "N", "H", "H", "H", "H", "H", "H", "H", "H", "H", "H", "H", "C", "C", "C", "O", "C", "N", "H", "H", "H", "H", "H", "H", "H", "H", "H", "H", "H", "C", "C", "C", "O", "C", "N", "H", "H", "H", "H", "H", "H", "H", "H", "H", "H", "H"],
  "positions_angstrom": [[-0.368246, -3.485900, -2.176897], [-0.832966, -4.324881, -2.218806], [-0.899244, -2.731043, -2.441133], [0.326527, -3.527360, -2.838081], [0.016982, 1.131749, 1.200209], [-1.255289, 1.338041, 0.751473], [0.668509, 2.290056, 1.425021], [-0.010132, 0.512347, 2.356544], [0.881878, -0.123519, 0.098787], [1.206322, 0.666559, -1.133058], [2.177634, -0.468579, 0.818847], [-0.112150, -1.221478, -0.073406], [2.707836, -2.878225, 3.685526], [3.216352, -3.523481, 2.777556], [2.605376, -3.192218, 4.946914], [2.105730, -1.730088, 3.496977], [1.942604, -2.660696, 5.493096], [3.187117, -3.878766, 5.405540], [1.809852, -1.240587, 4.329408], [1.995791, -1.393239, 2.551166], [-1.026705, 1.724679, -3.690089], [-0.490581, 0.721344, -4.218802], [-0.495021, 2.288510, -2.636651], [-2.091440, 2.334254, -4.206753], [-0.964507, 2.928162, -2.011714], [0.373024, 1.912393, -2.282915], [-2.600192, 2.078731, -5.041014], [-2.403313, 3.182808, -3.756427], [3.855272, -3.526568, -1.070902], [3.900455, -4.152699, -2.069609], [4.012340, -4.082110, 0.070361], [3.259759, -2.378763, -0.929240], [3.733666, -3.655382, 0.942332], [4.210593, -5.072224, 0.092132], [3.147727, -2.049331, 0.018929], [2.979190, -1.849413, -1.742366], [4.216160, 3.371463, -1.460328], [4.684676, 3.465813, -0.308611], [4.916276, 3.807543, -2.507397], [3.105840, 2.775535, -1.800005], [5.865031, 4.125703, -2.370521], [4.503101, 3.946996, -3.418403], [2.745318, 2.070861, -1.172665], [2.872045, 2.742363, -2.782009], [-7.117188, -2.178870, 2.907881], [-7.285274, -1.119444, 1.893635], [-5.940236, -0.650564, 1.251481], [-5.298623, 0.198040, 2.178688], [-4.047712, 0.624913, 1.818126], [-8.301438, -1.479752, 0.917584], [-6.465035, -3.021560, 2.678380], [-8.038737, -2.627602, 3.278676], [-6.739001, -1.831662, 3.869408], [-7.655403, -0.209527, 2.366043], [-6.129708, -0.050139, 0.361713], [-5.361349, -1.530673, 0.971494], [-3.467193, -0.169676, 1.349380], [-3.505052, 1.126696, 2.619262], [-3.975117, 1.344424, 1.002574], [-8.429402, -0.813825, 0.169079], [-9.177203, -1.374853, 1.409647], [6.567260, 1.426842, 1.617461], [5.326124, 0.578014, 2.155397], [4.074155, 1.442706, 2.598310], [4.648960, 2.168349, 3.689457], [3.676087, 2.856724, 4.457051], [5.103175, -0.468588, 1.160779], [6.355670, 1.755071, 0.599815], [7.487392, 0.846696, 1.547514], [6.704638, 2.311643, 2.239037], [5.638153, -0.009259, 3.019025], [3.336288, 0.739466, 2.984477], [3.592361, 2.094118, 1.869181], [2.698723, 3.017365, 4.002016], [4.010041, 3.894240, 4.468496], [3.578555, 2.323051, 5.402445], [4.787758, 0.036523, 0.345016], [4.221269, -0.888169, 1.418229], [-3.994938, -0.639231, -1.805140], [-3.193138, -1.589538, -2.795147], [-3.671960, -1.461138, -4.310873], [-4.990967, -1.752077, -4.508456], [-5.104665, -3.041968, -5.097111], [-1.762767, -1.169765, -2.720145], [-5.030122, -0.959134, -1.924149], [-3.885273, 0.412915, -2.067943], [-3.602010, -0.726932, -0.792213], [-3.122822, -2.660721, -2.606169], [-3.000891, -2.043309, -4.942415], [-3.495516, -0.412529, -4.550440], [-4.858622, -3.095761, -6.157611], [-6.107482, -3.448562, -4.966253], [-4.428016, -3.742854, -4.608215], [-1.672571, -0.565340, -1.915998], [-1.415719, -0.578119, -3.461506], [0.535116, -4.844067, 0.799476], [-0.886703, -4.569200, 1.308472], [-0.923973, -4.135747, 2.768886], [-2.248986, -3.539621, 3.042498], [-2.173144, -2.792871, 4.216338], [-1.475713, -3.463745, 0.564024], [0.407450, -5.024243, -0.267922], [0.831231, -5.712531, 1.387854], [1.291055, -4.059408, 0.768588], [-1.593073, -5.396499, 1.239706], [-0.244693, -3.306818, 2.967738], [-0.654046, -4.940710, 3.452462], [-3.171228, -2.635266, 4.625101], [-1.795797, -1.818992, 3.904463], [-1.523072, -3.278366, 4.944213], [-0.845138, -2.675072, 0.542344], [-2.208568, -3.171958, 1.194805], [-0.723802, 5.441852, 1.601783], [-1.481575, 6.342133, 2.555304], [-1.868811, 5.548231, 3.781866], [-2.962486, 4.686239, 3.497781], [-3.525871, 4.171971, 4.667675], [-0.660208, 7.541633, 2.745390], [-1.341853, 4.555629, 1.457868], [0.168447, 4.995394, 2.040740], [-0.452059, 5.957625, 0.680778], [-2.375613, 6.656636, 2.016898], [-2.268741, 6.304577, 4.457215], [-1.014226, 4.956186, 4.109393], [-2.872895, 3.615370, 5.339930], [-4.312284, 3.478705, 4.369309], [-4.020556, 4.913993, 5.294416], [-0.190404, 7.941035, 1.945475], [0.083314, 7.072479, 3.242545], [4.500316, -0.083468, -3.413598], [3.178994, 0.261474, -4.133460], [3.287422, 0.038071, -5.659448], [4.403198, 0.574822, -6.215103], [4.427620, 0.466773, -7.620674], [2.031788, -0.490048, -3.551777], [4.765132, -1.097943, -3.711611], [4.483849, -0.072029, -2.323773], [5.235430, 0.677686, -3.675044], [2.921050, 1.307808, -3.969899], [2.370951, 0.485261, -6.044413], [3.370465, -1.006200, -5.960608], [3.515490, 0.889818, -8.041564], [4.394833, -0.588468, -7.891732], [5.267863, 0.973274, -8.095591], [1.136686, -0.131596, -3.852433], [1.993165, -0.175823, -2.592673]],
  "forces_ev_per_a": [[2.031, -2.088, 0.450], [-0.753, -0.477, 0.434], [-2.465, 3.790, -0.383], [0.986, 0.082, -0.512], [0.089, -0.064, -0.134], [1.504, 0.183, 0.383], [-0.690, -0.797, -1.088], [-0.715, -0.436, 1.203], [1.630, 0.194, -1.276], [-0.750, -1.418, 2.201], [-3.203, 0.314, -1.066], [2.333, 2.596, 0.268], [-0.020, 0.130, -1.344], [0.888, -0.878, -0.928], [0.388, -1.982, 3.491], [-1.151, 2.198, -1.029], [0.485, -0.481, 0.245], [-0.272, 0.040, -0.243], [-0.075, 0.519, -0.867], [-0.160, 0.489, 0.166], [0.782, -1.518, -2.231], [-0.604, 0.805, -0.123], [1.070, 1.171, 2.346], [-1.725, 1.087, -0.102], [-0.063, 0.017, -0.394], [-0.310, -0.227, 0.060], [0.534, -0.404, 0.227], [-0.026, -0.132, -0.228], [-1.218, 1.383, -0.836], [0.547, -2.306, -4.159], [1.761, -3.015, 4.355], [-0.291, 2.814, 0.078], [-0.418, 0.156, 1.132], [0.356, -0.121, 0.095], [-0.587, 0.858, -0.167], [-0.235, 0.356, -0.260], [3.147, 0.772, 2.608], [-0.992, -0.527, -1.038], [1.402, 1.169, -1.852], [-2.977, -1.205, -0.202], [-0.420, 0.173, 0.138], [0.223, -0.143, 0.199], [-0.321, 0.244, -0.181], [-0.062, -0.339, 0.424], [0.215, -1.280, 2.066], [0.506, 2.040, -0.789], [-1.179, -0.036, 0.239], [-0.650, -0.339, 0.858], [1.410, 0.245, -1.164], [-0.422, -0.653, -0.494], [0.015, 0.053, -0.654], [-0.470, 0.025, -0.642], [0.455, 0.636, -0.168], [0.282, 0.174, 0.580], [-0.222, -0.123, -0.390], [0.472, -0.040, 0.055], [0.440, -0.631, 0.637], [-0.224, -0.477, 0.382], [-0.894, 0.631, -0.335], [0.610, 0.289, -0.188], [-0.309, -0.518, 0.111], [-1.414, -0.299, 0.488], [1.448, 0.652, -0.700], [2.143, -0.999, 0.693], [-1.220, 0.025, -0.709], [0.475, 0.609, -0.416], [-1.121, 0.380, -0.352], [-0.233, 0.177, 0.024], [-0.157, -0.206, 0.392], [0.115, -0.109, -0.056], [-0.036, 0.546, 0.498], [-0.312, -0.126, 0.048], [0.389, 0.087, -0.336], [-0.248, -0.841, -0.422], [0.310, 0.011, 1.065], [-0.116, 0.574, 0.276], [0.331, 0.140, -0.868], [-0.125, -0.636, 0.438], [0.269, -1.927, -1.318], [0.492, 1.618, -0.972], [1.728, 1.415, 1.895], [-0.966, -1.123, -0.638], [-0.421, -0.703, 0.318], [0.213, -1.314, 0.412], [-0.167, 0.361, 0.618], [0.031, -0.070, -0.499], [-0.292, -0.380, 0.036], [-1.108, -0.018, 0.844], [0.089, -0.154, -0.094], [-0.039, 0.238, -0.216], [0.024, 0.542, -0.180], [-0.065, 0.373, 0.058], [0.088, -0.108, 0.232], [0.327, -0.235, 0.436], [-0.110, -0.064, -0.760], [-1.220, -0.874, -0.135], [0.172, 2.071, 0.545], [-0.687, 0.900, 0.301], [1.051, -2.308, -0.308], [-0.254, 0.691, -0.066], [-0.497, -0.448, -0.682], [0.142, -0.897, -0.025], [0.809, -0.121, -0.567], [-0.403, 0.412, 1.009], [0.498, -0.524, -0.351], [0.568, 0.023, -0.306], [-0.422, -0.166, 0.283], [0.018, -0.215, 0.009], [0.360, 0.386, 0.565], [-0.051, 0.154, 0.249], [0.150, -0.205, 0.026], [-0.643, 0.378, -0.445], [-0.423, -1.238, -0.028], [0.260, 0.136, -3.122], [-0.863, 1.271, -0.098], [0.651, -0.047, -0.346], [-1.082, -0.593, 0.318], [-0.003, -0.566, 2.542], [-0.190, -0.090, -0.763], [0.389, 0.457, 0.251], [-0.159, -0.238, -0.090], [-0.398, -0.114, 0.291], [0.596, -0.126, 0.879], [0.105, 0.161, 0.609], [0.638, -0.016, -0.224], [0.021, -0.037, -0.139], [0.082, 0.503, -0.087], [-0.547, -0.394, -0.584], [0.934, 0.880, 0.553], [-0.671, 0.239, -0.363], [0.054, -0.458, 0.292], [-1.161, -0.860, 0.875], [2.137, 2.185, -0.335], [-0.804, -0.272, -0.097], [1.157, -0.690, 0.173], [0.469, 0.077, -0.165], [-0.544, 0.142, 0.185], [0.271, -0.433, -0.283], [0.469, 0.344, -0.355], [-0.295, -0.086, -0.542], [-0.931, -0.706, 0.604], [-0.189, 0.259, -0.080], [0.319, -0.244, -0.194], [0.151, -0.114, 0.575], [-0.215, 0.083, -0.777], [0.167, -0.085, 0.221]],
  "lowdin_charge": [0.282, 0.162, 0.056, 0.165, -0.619, 0.113, 0.142, 0.133, 0.667, -0.382, -0.376, -0.327, -0.730, 0.007, 0.183, 0.184, 0.116, 0.131, 0.121, 0.058, -0.682, -0.050, 0.201, 0.189, 0.125, 0.063, 0.123, 0.114, -0.694, 0.212, 0.369, 0.321, 0.086, 0.177, 0.080, 0.103, -0.713, 0.009, 0.159, 0.179, 0.118, 0.106, 0.078, 0.087, -0.075, -0.442, -0.181, -0.157, -0.154, 0.029, 0.081, 0.079, 0.079, 0.134, 0.117, 0.121, 0.061, 0.091, 0.079, 0.065, 0.072, -0.033, -0.361, -0.171, -0.198, -0.101, 0.046, 0.048, 0.069, 0.073, 0.130, 0.089, 0.111, 0.072, 0.091, 0.090, 0.052, 0.009, -0.018, -0.312, -0.238, -0.147, -0.091, 0.040, 0.080, 0.080, 0.050, 0.113, 0.122, 0.113, 0.092, 0.095, 0.080, 0.058, 0.029, -0.040, -0.405, -0.157, -0.217, -0.114, 0.047, 0.052, 0.091, 0.053, 0.144, 0.104, 0.130, 0.095, 0.085, 0.087, 0.006, 0.059, -0.087, -0.447, -0.198, -0.180, -0.133, 0.039, 0.064, 0.069, 0.080, 0.140, 0.131, 0.132, 0.086, 0.085, 0.088, 0.071, 0.063, -0.040, -0.380, -0.246, -0.181, -0.090, 0.054, 0.083, 0.054, 0.082, 0.102, 0.126, 0.128, 0.086, 0.087, 0.095, 0.018, -0.006]
}